one | Computed, not measured: a cluster of 2 separate species, C2H8O in total, with ωB97M-V with the def2-TZVPD basis set.

```
! RIJCOSX wB97M-V def2-TZVPD def2/J DEFGRID3
* xyz 0 1
C -0.11908 0.04168 -0.39816
C -0.39722 -1.18080 -1.24806
H 0.91667 0.01348 -0.08815
H -0.76263 0.01985 0.48238
H -0.20757 1.00455 -0.91316
H -1.09474 -0.98568 -2.07742
H 0.51712 -1.64518 -1.64049
H -0.83962 -2.02908 -0.73250
O 0.72827 1.70701 2.40667
H -0.11713 1.25100 2.51964
H 1.37594 1.80317 1.68924
*
```

Its HOMO-LUMO gap is 12.3 eV. Its LUMO energy is 0.94 eV. The highest occupied orbital energy comes out at -11.36 eV.


two | Computed, not measured: a cluster of 2 separate species, C2H8O in total, with ωB97M-V with the def2-TZVPD basis set.

```
! RIJCOSX wB97M-V def2-TZVPD def2/J DEFGRID3
* xyz 0 1
C 2.30376 0.32907 -0.00087
C 1.25890 1.28556 0.53048
H 2.95785 -0.06126 0.79729
H 2.97704 0.80664 -0.71091
H 1.77147 -0.49805 -0.47149
H 1.60582 2.25141 0.88225
H 0.54910 1.57601 -0.24697
H 0.68181 0.82723 1.32559
O -4.48308 -1.87210 -0.76786
H -4.60300 -2.63227 -1.35098
H -5.01967 -2.01225 0.01348
*
```

Its HOMO-LUMO gap is 12.7 eV. Its LUMO energy is 1.06 eV. The highest occupied orbital energy comes out at -11.62 eV.


Which is the most stable structure? two is the most stable.


one | Computed, not measured: a structure of composition C2H2N4O2, with ωB97M-V with the def2-TZVPD basis set.

```
! RIJCOSX wB97M-V def2-TZVPD def2/J DEFGRID3
* xyz 0 1
C 0.27940 -0.17726 -0.11559
C -1.65190 -0.71894 0.21451
H -2.60835 -1.19977 0.19729
H -0.29720 1.87307 -0.51282
N 1.84656 -0.11998 -0.05183
N -0.36683 -1.26432 0.14976
N -1.72535 0.62810 0.01074
N -0.38440 0.88876 -0.15863
O 2.70161 -1.00038 -0.10681
O 2.20645 1.09072 0.37337
*
```

Its HOMO-LUMO gap is 9.9 eV. Its LUMO energy is -1.21 eV. The highest occupied orbital energy comes out at -11.09 eV.


two | Computed, not measured: the molecule C2H2N4O2, with ωB97M-V with the def2-TZVPD basis set.

```
! RIJCOSX wB97M-V def2-TZVPD def2/J DEFGRID3
* xyz 0 1
O -1.84502 1.75730 0.24403
C -0.81968 1.20866 -0.11232
N 0.48127 1.79359 -0.34436
N 1.40993 0.93032 -0.12203
N 1.20638 -0.34378 0.22646
N 0.11288 -1.09239 -0.15478
C -1.00024 -0.35263 -0.13614
O -2.03257 -0.97430 -0.16151
H 2.15010 -0.91997 0.48513
H 0.33694 -2.00681 0.07552
*
```

Its HOMO-LUMO gap is 9.1 eV. Its LUMO energy is -0.69 eV. The highest occupied orbital energy comes out at -9.76 eV.


three | Computed, not measured: the molecule C2H2N4O2, with ωB97M-V with the def2-TZVPD basis set.

```
! RIJCOSX wB97M-V def2-TZVPD def2/J DEFGRID3
* xyz 0 1
O 0.86242 -1.89279 0.97287
C -0.12053 -1.13094 0.83380
O -1.44501 -1.16046 1.19123
N -0.18975 -0.03526 -0.05264
N 0.75378 -0.02756 -0.92776
C 0.78469 1.19769 -1.32835
N 0.00951 2.04253 -0.47253
N -0.62869 1.35395 0.38306
H -1.59100 -2.14900 1.29637
H 1.56458 1.80184 -1.89605
*
```

Its HOMO-LUMO gap is 10.5 eV. Its LUMO energy is -0.25 eV. The highest occupied orbital energy comes out at -10.75 eV.


Which is the most stable structure? three is the most stable.


one | Computed, not measured: the molecule C2H2N4O2, with ωB97M-V with the def2-TZVPD basis set.

```
! RIJCOSX wB97M-V def2-TZVPD def2/J DEFGRID3
* xyz 0 1
O 2.50582 -0.15375 -0.06175
C 1.38750 -0.05324 -0.03517
N 0.53363 -1.28050 -0.02319
N -0.64250 -1.17606 0.18138
C -1.30659 0.02990 0.10421
O -2.44733 -0.21719 -0.18535
N -0.74091 1.19346 0.08948
N 0.75822 1.15367 -0.09434
H -1.34953 2.07367 -0.03288
H 1.03705 1.79990 0.52217
*
```

Its HOMO-LUMO gap is 9.0 eV. Its LUMO energy is -0.80 eV. The highest occupied orbital energy comes out at -9.76 eV.


two | Computed, not measured: the molecule C2H2N4O2, with ωB97M-V with the def2-TZVPD basis set.

```
! RIJCOSX wB97M-V def2-TZVPD def2/J DEFGRID3
* xyz 0 1
H -0.55390 2.85013 0.17761
N -1.04703 1.89080 -0.06552
C -0.30134 0.89410 -0.06646
N 1.01518 1.10782 0.06061
N 1.81090 0.18861 0.05964
O 1.47931 -1.02457 -0.04028
N 0.13301 -1.48100 -0.07597
C -0.79238 -0.50097 0.02824
O -2.02487 -0.89060 0.01236
H -1.90362 -1.83100 0.42384
*
```

Its HOMO-LUMO gap is 9.7 eV. Its LUMO energy is -0.34 eV. The highest occupied orbital energy comes out at -10.04 eV.


Which is the most stable structure? one is the most stable.


one | Computed, not measured: the molecule CH4N2O3, with ωB97M-V with the def2-TZVPD basis set.

```
! RIJCOSX wB97M-V def2-TZVPD def2/J DEFGRID3
* xyz 0 1
N 1.00321 0.80243 0.36502
C 0.13588 -0.11392 -0.45861
O 0.64416 -1.36988 -0.24338
N -1.32286 0.16977 0.01685
O -1.91635 1.15419 -0.32147
O -1.77966 -0.74329 0.66703
H 1.26535 0.34560 1.22966
H 1.77849 1.15126 -0.15077
H 0.26564 0.28310 -1.43337
H -0.07385 -1.67926 0.32905
*
```

Its HOMO-LUMO gap is 10.1 eV. Its LUMO energy is -0.01 eV. The highest occupied orbital energy comes out at -10.12 eV.


two | Computed, not measured: the molecule CH4N2O3, with ωB97M-V with the def2-TZVPD basis set.

```
! RIJCOSX wB97M-V def2-TZVPD def2/J DEFGRID3
* xyz 0 1
N -1.30844 0.06616 -0.14440
N 0.29636 -0.18340 0.32418
C 0.96197 0.78531 -0.21315
O 2.33744 1.08725 -0.18844
O 3.24787 0.09623 0.35168
O 2.91454 -1.13222 -0.23586
H -1.32126 -0.69922 -0.79476
H -1.81548 -0.03271 0.72816
H 0.43327 1.60816 -0.68682
H 2.33446 -1.59808 0.53776
*
```

Its HOMO-LUMO gap is 11.0 eV. Its LUMO energy is 0.95 eV. The highest occupied orbital energy comes out at -10.08 eV.


three | Computed, not measured: the molecule CH4N2O3, with ωB97M-V with the def2-TZVPD basis set.

```
! RIJCOSX wB97M-V def2-TZVPD def2/J DEFGRID3
* xyz 0 1
C -1.18660 0.53768 -0.06271
N 0.28669 0.35755 -0.25698
O 0.57046 -0.26897 -1.44449
N 0.98016 -0.63457 0.97369
O 0.86003 -0.28156 2.13068
O 1.63405 -1.50056 0.48304
H -1.49666 0.05935 0.88585
H -1.49574 1.56174 -0.12871
H -1.59401 0.04383 -0.87278
H 1.44163 0.12549 -1.70759
*
```

Its HOMO-LUMO gap is 10.4 eV. Its LUMO energy is 0.54 eV. The highest occupied orbital energy comes out at -9.85 eV.


Which is the most stable structure? one is the most stable.


one | Computed, not measured: a cluster of 8 separate species, C5H28N2O8 in total, with ωB97M-V with the def2-TZVPD basis set.

```
! RIJCOSX wB97M-V def2-TZVPD def2/J DEFGRID3
* xyz 0 1
C 2.16106 0.17999 1.05714
N 1.32642 -0.83269 1.64783
C -0.04338 -0.39488 1.72094
C -0.33396 0.70278 2.73344
O 0.69585 1.20540 3.52463
C -0.86501 -1.70239 1.90178
C -0.47262 -2.76107 0.78239
N -1.16549 -2.48210 -0.45313
H 1.71741 1.19365 0.91136
H 3.12188 0.49160 1.59537
H 2.52148 -0.15510 0.10604
H 1.63969 -1.26790 2.59292
H -0.43841 -0.11803 0.69004
H -0.63063 1.75644 2.21170
H -1.10078 0.31805 3.62464
H 1.28043 1.65574 2.95181
H -0.60134 -2.20062 2.88178
H -1.93712 -1.46191 1.78275
H 0.67858 -2.65964 0.41708
H -0.84872 -3.81836 1.10575
H -2.24293 -2.66692 -0.51836
H -1.05846 -1.48087 -0.77753
O -2.55032 1.37403 -1.65762
H -1.94629 2.12952 -1.69854
H -1.94546 0.78562 -1.12937
O 0.61047 2.53005 -1.81183
H 1.44043 2.97162 -2.06382
H 0.74025 1.59659 -2.02629
O 3.15881 1.38138 -1.85504
H 3.83303 1.26430 -2.58322
H 2.63587 0.54043 -1.99066
O -1.29582 2.93596 0.26277
H -1.72164 3.67725 0.67764
H -0.67033 3.14831 -0.30497
O 0.95252 -2.74568 -2.51295
H 0.08756 -2.82051 -2.14200
H 1.45275 -3.59926 -2.70327
O -3.82970 0.76568 0.46348
H -2.95116 1.02808 0.80468
H -3.78211 1.04433 -0.48143
O 0.87258 -0.16342 -3.06934
H 1.15698 -1.04921 -2.74025
H 0.34760 -0.29624 -3.92835
*
```

Its HOMO-LUMO gap is 8.9 eV. Its LUMO energy is 0.20 eV. The highest occupied orbital energy comes out at -8.68 eV.


two | Computed, not measured: a cluster of 9 separate species, C5H28N2O8 in total, with ωB97M-V with the def2-TZVPD basis set.

```
! RIJCOSX wB97M-V def2-TZVPD def2/J DEFGRID3
* xyz 0 1
C 1.05544 1.56809 -1.38549
C 0.03081 1.71814 -0.52853
C -0.93064 0.55416 -0.43995
C -0.40271 -0.82972 -0.00063
N -1.07008 -1.86393 -0.74238
N -0.19789 2.94417 0.04455
C -0.96359 3.26859 1.22439
H 1.33858 0.62467 -1.83579
H 1.63299 2.42925 -1.69915
H -1.32800 0.43141 -1.44374
H -1.74953 0.80834 0.24065
H 0.65478 -0.76538 -0.24108
H -0.40962 -0.81549 1.09606
H -0.84150 -2.79537 -0.41630
H -2.07303 -1.73361 -0.72823
H -0.04685 3.68428 -0.62192
H -0.44987 2.93001 2.12601
H -1.89996 2.70543 1.12628
H -1.11693 4.33361 1.37111
O 0.14563 1.68735 4.00791
H 0.59945 2.48465 4.33192
H 0.92654 1.12057 3.92225
O 1.53595 -1.37359 3.06022
H 1.85761 -1.47746 2.13710
H 2.33556 -1.59489 3.55373
O 2.44892 -2.21877 0.34939
H 1.94669 -3.04806 0.23660
H 2.25200 -1.80070 -0.49664
O -1.04249 1.37983 -3.92654
H -0.13804 1.11407 -4.10769
H -1.49054 0.67805 -3.45577
O -0.20090 -1.42406 -3.78546
H -0.37122 -1.39355 -2.82583
H 0.29981 -2.22859 -3.93695
O 0.77967 -4.26942 1.18904
H 0.98798 -5.14988 1.51466
H 0.35950 -3.82190 1.95627
O -0.76131 3.67385 -2.61186
H -0.83003 4.13230 -3.45633
H -0.74253 2.69867 -2.75959
O -0.90567 -2.79341 2.87964
H -0.14401 -2.25933 3.17879
H -1.07527 -3.41762 3.60010
*
```

Its HOMO-LUMO gap is 7.3 eV. Its LUMO energy is 0.16 eV. The highest occupied orbital energy comes out at -7.17 eV.


three | Computed, not measured: a cluster of 8 separate species, C5H28N2O8 in total, with ωB97M-V with the def2-TZVPD basis set.

```
! RIJCOSX wB97M-V def2-TZVPD def2/J DEFGRID3
* xyz 0 1
C -2.22232 -0.19012 1.02840
N -1.96074 -0.33035 -0.42146
C -0.78591 -1.07234 -0.84430
C -0.33282 -0.66704 -2.31046
N 0.33603 0.67626 -2.41077
C -1.05598 -2.60118 -0.90223
C -1.01538 -3.34465 0.35450
O 0.25358 -4.09650 0.27171
H -3.32571 -0.29406 1.25197
H -1.88325 0.79842 1.48862
H -1.93548 -1.03213 1.68131
H -1.76184 0.68140 -0.59627
H 0.19271 -0.99326 -0.19175
H 0.35714 -1.44891 -2.79964
H -1.24722 -0.80922 -2.98673
H 0.02340 1.37646 -1.89093
H 1.36259 0.78168 -2.43937
H -0.22085 -3.05003 -1.59923
H -2.01524 -2.89977 -1.42115
H -0.98046 -2.71069 1.35449
H -1.84148 -4.02830 0.50247
H 0.57836 -4.05785 -0.68848
O 3.63601 2.38251 -0.12844
H 4.23193 1.72363 0.33199
H 2.96524 2.48038 0.57056
O -0.82676 0.05373 3.46734
H -0.39811 0.12773 4.38703
H -0.22495 0.08431 2.86995
O 1.05081 3.73247 -0.84030
H 1.92935 4.00297 -0.50766
H 0.59883 4.44722 -1.36937
O -1.97596 2.97446 -2.51504
H -1.82804 3.28591 -1.66876
H -1.52395 2.21066 -2.80038
O 3.50612 -0.23478 0.75901
H 3.54296 -1.05787 1.15058
H 2.66800 0.03555 1.03844
O 1.35158 -1.63084 1.88718
H 2.28771 -1.69284 2.14127
H 0.97090 -2.32224 1.23031
O -1.11588 2.99172 1.20389
H -0.62056 3.27694 0.50199
H -0.74438 2.44056 1.85972
*
```

Its HOMO-LUMO gap is 9.0 eV. Its LUMO energy is -0.06 eV. The highest occupied orbital energy comes out at -9.06 eV.


Which is the most stable structure? two is the most stable.


one | Computed, not measured: the molecule C2, with ωB97M-V with the def2-TZVPD basis set.

```
! RIJCOSX wB97M-V def2-TZVPD def2/J DEFGRID3
* xyz 0 1
C -0.20820 0.16769 0.81365
C 0.20820 -0.16769 -0.81365
*
```

Its HOMO-LUMO gap is 6.6 eV. Its LUMO energy is -3.40 eV. The highest occupied orbital energy comes out at -10.04 eV.


two | Computed, not measured: a cluster of 2 separate species, C2 in total, with ωB97M-V with the def2-TZVPD basis set.

```
! RIJCOSX wB97M-V def2-TZVPD def2/J DEFGRID3
* xyz 0 1
C 0.00000 0.00000 1.20215
C 0.00000 0.00000 -1.20215
*
```

Its HOMO-LUMO gap is 6.1 eV. Its LUMO energy is -2.30 eV. The highest occupied orbital energy comes out at -8.42 eV.


Which is the most stable structure? one is the most stable.


one | Computed, not measured: the molecule C2, with ωB97M-V with the def2-TZVPD basis set.

```
! RIJCOSX wB97M-V def2-TZVPD def2/J DEFGRID3
* xyz 0 1
C 0.09070 0.76754 0.48686
C -0.09070 -0.76754 -0.48686
*
```

Its HOMO-LUMO gap is 6.5 eV. Its LUMO energy is -3.11 eV. The highest occupied orbital energy comes out at -9.65 eV.


two | Computed, not measured: the molecule C2, with ωB97M-V with the def2-TZVPD basis set.

```
! RIJCOSX wB97M-V def2-TZVPD def2/J DEFGRID3
* xyz 0 1
C 0.00000 0.00000 0.61104
C 0.00000 0.00000 -0.61104
*
```

Its HOMO-LUMO gap is 7.0 eV. Its LUMO energy is -4.72 eV. The highest occupied orbital energy comes out at -11.73 eV.


Which is the most stable structure? two is the most stable.


one | Computed, not measured: the molecule C3H3NO2S, with ωB97M-V with the def2-TZVPD basis set.

```
! RIJCOSX wB97M-V def2-TZVPD def2/J DEFGRID3
* xyz 0 1
O -1.77437 -1.58862 0.08645
C -0.77129 -1.00014 -0.24434
C -0.54933 0.39188 0.25409
O -1.57676 0.91059 0.89705
N 0.50572 1.07470 0.02032
C 1.70983 0.67488 -0.33110
S 2.49123 -0.62844 0.29777
H -0.00690 -1.42136 -0.90682
H -2.28586 0.23385 0.90592
H 2.25774 1.35267 -0.97933
*
```

Its HOMO-LUMO gap is 7.7 eV. Its LUMO energy is -1.34 eV. The highest occupied orbital energy comes out at -9.01 eV.


two | Computed, not measured: the molecule C3H3NO2S, with ωB97M-V with the def2-TZVPD basis set.

```
! RIJCOSX wB97M-V def2-TZVPD def2/J DEFGRID3
* xyz 0 1
O -2.46860 -0.49286 0.02366
C -1.31828 -0.27131 -0.04581
C -0.25930 -1.22906 0.14834
C 1.11513 -0.63026 -0.00129
O 2.19164 -1.13554 -0.12958
S 0.81599 1.30369 0.10663
N -0.81206 0.99597 -0.32170
H -0.49530 -2.03810 -0.58900
H -0.37801 -1.77579 1.04138
H -1.50769 1.79402 0.33334
*
```

Its HOMO-LUMO gap is 9.1 eV. Its LUMO energy is 0.00 eV. The highest occupied orbital energy comes out at -9.12 eV.


three | Computed, not measured: the molecule C3H3NO2S, with ωB97M-V with the def2-TZVPD basis set.

```
! RIJCOSX wB97M-V def2-TZVPD def2/J DEFGRID3
* xyz 0 1
C -0.94790 -1.05978 0.15568
C 0.77751 -0.32090 1.46762
C -1.52851 -0.38729 -0.88258
N -0.09209 -1.08179 1.03383
O 3.02340 0.98570 -0.12254
O 0.81204 1.03029 -1.15661
S 1.60432 0.80244 -0.00315
H 0.35317 0.59872 1.93320
H -1.71028 -0.86583 -1.77831
H -2.29167 0.29843 -0.64714
*
```

Its HOMO-LUMO gap (spin up / spin down) is 7.6 / 7.6 eV. Its LUMO energy (spin up / spin down) is -1.02 / -1.02 eV. The highest occupied orbital energy (spin up / spin down) comes out at -8.62 / -8.62 eV.


Which is the most stable structure? one is the most stable.